Here is 2 unconnected molecules or ions with the total composition C2H10NO from the Open Molecules 2025 dataset. Energies are from the ωB97M-V functional and the def2-TZVPD basis.

The geometry in XYZ format:
```
14
Properties=species:S:1:pos:R:3:lowdin_charge:R:1
O 0.615 -0.211 -1.199 -0.18
N -0.423 0.536 1.127 0.11
C 0.594 -0.375 1.716 -0.04
C -0.448 0.181 -2.042 -0.08
H -1.243 0.254 -1.149 0.11
H 1.231 0.116 2.357 0.06
H -0.698 -0.675 -2.589 0.08
H 1.304 -0.902 0.921 0.14
H -1.216 0.751 1.828 0.22
H -0.096 1.061 -2.537 0.09
H 1.213 -0.840 -1.606 0.10
H -0.132 1.404 0.599 0.19
H 0.099 -1.240 2.180 0.11
H -0.799 -0.060 0.394 0.09
```

Summary:
- E_tot: -5765.53823 eV
- Total charge: +1
- Frontier orbital gap: 11.49 eV
- HOMO level: -15.11 eV
- ΔE to the lowest compared entry with this formula, charge and spin: 206.9 kJ/mol